ORCA calculation (ωB97M-V/def2-TZVPD) on 2 unconnected molecules or ions with the total composition C6H7IO2S in a non-equilibrium geometry.

Values from the calculation:
HOMO-LUMO gap: 9.650 eV
HOMO energy: -0.3494 hartree
LUMO level: 0.14 eV
ΔE to the lowest compared entry with this formula, charge and spin: 62.9 kcal/mol

Element x y z (Å)
C: 1.11987 -0.01732 1.21413
S: -0.01588 -1.16334 -0.97698
H: 3.79290 0.18409 -1.15834
C: 1.99269 1.16129 -1.16581
O: 1.26793 1.10593 2.05969
C: 1.36275 2.13618 -1.54358
O: -0.97126 0.94752 0.16488
H: 1.44212 1.85031 1.43803
C: 2.42579 -0.37257 0.54081
H: -5.11710 -0.07178 1.55857
H: 3.06643 -1.13441 0.99213
H: 0.99307 3.04393 -1.97241
H: 0.94126 -0.92153 1.84221
C: 2.79915 0.15576 -0.63926
I: -5.08176 -0.70155 0.17166
C: -0.02163 0.20612 0.17040
H: -1.30752 -0.76659 -1.21428